Record 1
21
Properties=species:S:1:pos:R:3:mulliken_charge:R:1 method="wB97M-V/def2-TZVPD" charge=0 e_above_lowest_kj_mol=421.04 orbital_gap_ev=8.458 energy_ev=-11440.30699
C -1.5915 0.2188 -0.9998 -0.7958
C -0.6802 -0.2978 1.3413 -0.8078
C 2.2566 -0.2458 0.2630 -1.3365
N 0.0688 -1.4483 0.9112 -0.5107
C 0.9762 -0.7751 -0.3439 0.7846
C -0.5229 0.5624 0.0495 0.9719
C -0.0288 1.8303 0.1534 -1.0780
O -2.7999 0.9218 -0.7983 -0.5015
N 0.9085 -1.3681 -1.4706 -0.6881
H -3.2339 0.5869 -0.0064 0.3318
H -0.5306 -2.0988 0.4113 0.4057
H 1.8202 -1.5301 -1.8920 0.2638
H -1.7596 -0.8629 -1.0057 0.3158
H -1.2156 0.5105 -1.9782 0.3747
H -1.7254 -0.5200 1.5727 0.2958
H -0.1770 0.1862 2.1795 0.3222
H 2.1707 -0.0314 1.3286 0.3175
H 2.5476 0.6787 -0.2389 0.3072
H 3.0470 -0.9801 0.1205 0.4121
H 0.4131 2.3236 -0.7009 0.3370
H 0.0567 2.3391 1.1036 0.2782


Record 2
21
Properties=species:S:1:pos:R:3:mulliken_charge:R:1 method="wB97M-V/def2-TZVPD" charge=0 e_above_lowest_kj_mol=376.31 orbital_gap_ev=8.948 energy_ev=-11440.77062
C -2.1937 1.6813 -0.1057 -1.0144
C -1.9288 0.3728 -0.1121 0.5056
O -2.8831 -0.5781 -0.3193 -0.4935
C -0.4836 -0.2999 0.4668 0.4842
C -0.5727 -1.3125 1.5413 -1.4834
C 0.3213 0.0969 -0.4655 0.1352
N 0.4173 0.9559 -1.5109 -0.3465
N 1.7031 -0.8255 -0.3860 -0.4406
C 2.9509 -0.1655 -0.0664 -0.9398
H -1.4242 2.4026 0.1074 0.2722
H -3.1979 2.0659 -0.2427 0.2570
H -3.7520 -0.1580 -0.3978 0.3201
H -0.6479 -2.3259 1.1445 0.3166
H 0.3113 -1.2524 2.1813 0.3824
H -1.4730 -1.1154 2.1201 0.3758
H 1.1785 1.5719 -1.7512 0.2542
H 0.1576 0.5033 -2.3839 0.2430
H 1.6003 -1.6750 0.1557 0.2847
H 3.2423 0.5110 -0.8761 0.2557
H 2.9099 0.4356 0.8568 0.2628
H 3.7642 -0.8890 0.0436 0.3687


Record 3
21
Properties=species:S:1:pos:R:3:mulliken_charge:R:1 method="wB97M-V/def2-TZVPD" charge=0 e_above_lowest_kj_mol=1092.16 orbital_gap_ev=8.690 energy_ev=-11433.35135
C -1.1930 -0.1181 -2.0791 -0.9481
C -0.0159 0.6666 -0.1433 0.1747
C 0.5134 2.0583 0.5267 -0.8816
C 0.5337 -0.6683 0.3403 0.9906
C 1.5675 -1.0692 -0.6893 -1.0896
C 0.3987 -1.1049 1.6175 -0.7752
H -2.3151 -0.0076 -2.4447 0.3051
H -1.4536 -1.0784 -1.6499 0.3468
H -0.6657 -0.0392 -3.0990 0.2906
H -0.2167 3.0806 0.5820 0.3229
H 1.1534 1.8060 1.9813 0.2175
H 1.6262 2.5061 -0.0167 0.2898
H 2.5029 -0.3742 -1.2200 0.2145
H 2.1287 -1.9787 -0.3729 0.3746
H 1.0190 -1.5206 -1.5881 0.2662
H 1.0026 -1.7781 2.3560 0.3499
H -1.5601 -1.6475 2.3904 0.2353
H -1.2213 1.0888 1.2105 0.5007
N -0.7995 0.9742 -1.1236 -0.4042
N -1.0723 -0.9029 2.1564 -0.2902
O -1.9331 0.1073 1.2656 -0.4902


Record 4
21
Properties=species:S:1:pos:R:3:mulliken_charge:R:1 method="wB97M-V/def2-TZVPD" smiles="C/C(N)=N/C[C@@H](C)C=O" charge=0 e_above_lowest_kj_mol=73.00 orbital_gap_ev=9.979 energy_ev=-11443.91413
C 0.8925 2.3316 -1.0906 -1.3944
C 0.5393 1.3529 -0.0055 0.7283
N 1.4433 1.3032 1.0285 -0.4227
N -0.6515 0.8842 -0.0081 -0.4691
C -1.1111 -0.0789 0.9529 -0.9625
C -0.7659 -1.4915 0.4139 0.6799
C -1.5039 -1.7958 -0.8802 -1.5286
C 0.7647 -1.5208 0.2392 -0.1977
O 1.5235 -1.8321 1.1246 -0.5224
H 1.7877 2.0019 -1.6170 0.3516
H 1.0814 3.3168 -0.6660 0.3328
H 0.0661 2.4142 -1.7891 0.3382
H 1.4512 0.5080 1.6452 0.2223
H 2.3340 1.7510 0.9012 0.2338
H -2.1992 0.0189 1.0080 0.4279
H -0.6696 0.0503 1.9510 0.3520
H -1.0111 -2.2112 1.2008 0.3490
H -2.5785 -1.8017 -0.7095 0.3835
H -1.2820 -1.0303 -1.6205 0.3328
H -1.2081 -2.7684 -1.2700 0.4038
H 1.0972 -1.4024 -0.8088 0.3612


Record 5
21
Properties=species:S:1:pos:R:3:mulliken_charge:R:1 method="wB97M-V/def2-TZVPD" charge=0 e_above_lowest_kj_mol=384.13 orbital_gap_ev=8.732 energy_ev=-11440.68955
C 0.7965 -1.5436 1.2677 -0.9358
C 1.8189 -0.3683 -0.5013 -0.3706
O 2.5221 0.6847 -0.9606 -0.5088
N 1.1740 -0.3038 0.6277 -0.0571
H 2.2702 1.4790 -0.4539 0.4571
H 2.1499 -1.3130 -0.9357 0.4509
H 0.7223 -2.3825 0.5689 0.3418
H -0.1892 -1.4310 1.7153 0.2892
H 1.5090 -1.7701 2.0605 0.3231
C -1.0317 0.1201 -1.5652 -0.9131
C -1.4026 0.3764 -0.1798 0.7423
C -0.0907 1.1663 0.6989 0.0699
C -2.4276 -0.0490 0.5404 -1.0078
N 0.3658 2.2598 0.2239 -0.9902
H 0.4829 2.2616 -0.7884 0.2792
H -0.3096 1.1522 1.7625 0.4668
H 0.0911 -0.1353 -1.5981 0.1321
H -1.1566 1.0027 -2.1947 0.2928
H -1.5461 -0.7376 -1.9938 0.3673
H -2.4767 0.0936 1.6119 0.2695
H -3.2720 -0.5622 0.0937 0.3014


Record 6
21
Properties=species:S:1:pos:R:3:mulliken_charge:R:1 method="wB97M-V/def2-TZVPD" smiles="C=CC[C@@H](CN)C(N)=O" charge=0 e_above_lowest_kj_mol=182.25 orbital_gap_ev=9.839 energy_ev=-11442.78184
C 1.1915 -2.5152 0.9490 -0.7504
C 0.7197 -1.9114 -0.1410 -0.1168
C -0.7329 -1.2135 -0.1755 -0.8308
C -0.4373 0.1514 -0.7468 0.2176
C -1.4186 1.2519 -0.3584 -0.9702
N -0.7494 2.5491 -0.4039 -0.4903
C 1.0436 0.3474 -0.1770 0.3704
N 1.0814 0.7961 1.1303 -0.3236
O 1.9728 0.5280 -0.9555 -0.6204
H 1.9212 -3.3073 0.8868 0.2836
H 0.9617 -2.1533 1.9389 0.2288
H 1.0318 -2.2474 -1.1210 0.3556
H -1.0898 -1.1631 0.8558 0.2931
H -1.3767 -1.8092 -0.8193 0.4146
H -0.3176 0.0987 -1.8314 0.3198
H -2.2984 1.1823 -1.0228 0.3704
H -1.7778 1.0986 0.6666 0.3018
H -1.4249 3.3006 -0.3752 0.2507
H -0.2310 2.6480 -1.2695 0.2131
H 1.6903 1.5886 1.2857 0.2508
H 0.2405 0.7798 1.6840 0.2324


Record 7
22
Properties=species:S:1:pos:R:3:mulliken_charge:R:1 method="wB97M-V/def2-TZVPD" smiles="C/C(N)=C/N.CC(=O)C=O" charge=0 e_above_lowest_kj_mol=182.96 orbital_gap_ev=8.043 energy_ev=-13490.53000
C 1.7356 -0.7569 0.8476 -1.3063
C 0.7603 -0.8607 -0.2702 0.0229
N 1.1288 -0.4006 -1.4985 -0.3379
C -0.4592 -1.4870 -0.0515 -0.2564
N -1.3481 -1.7301 -1.0958 -0.5778
H 2.6235 -0.2030 0.5527 0.3806
H 2.0317 -1.7467 1.1906 0.3185
H 1.2531 -0.2555 1.6974 0.3157
H 0.3977 -0.3202 -2.1902 0.3129
H 1.8417 0.3113 -1.5290 0.2487
H -0.5419 -2.1310 0.8126 0.4690
H -1.5777 -0.8879 -1.6235 0.2902
H -2.1967 -2.1873 -0.7916 0.3019
C 0.0413 2.2892 0.1517 -1.1057
C -0.9452 1.1773 -0.0820 0.8172
O -1.5445 1.0322 -1.1402 -0.6419
C -1.2028 0.2621 1.1199 0.0127
O -0.5869 0.3695 2.1784 -0.6410
H 0.7486 2.0203 0.9313 0.2586
H -0.5167 3.1621 0.4915 0.3660
H 0.5584 2.5482 -0.7703 0.3350
H -2.2012 -0.2052 1.0693 0.4171


Record 8
22
Properties=species:S:1:pos:R:3:mulliken_charge:R:1 method="wB97M-V/def2-TZVPD" smiles="CC(=O)[C@@H](N)[C@@H](N)C(C)=O" charge=0 e_above_lowest_kj_mol=133.98 orbital_gap_ev=8.816 energy_ev=-13491.03766
C -0.6410 2.2646 0.6008 -1.4077
C -0.8282 0.8804 0.0455 0.5194
O -1.2784 0.6748 -1.0811 -0.6103
C -0.7203 -0.2751 1.0488 0.0231
N -2.0191 -0.8635 1.2906 -0.7109
C 0.3287 -1.1873 0.3586 -0.3237
N -0.2367 -1.9051 -0.7054 -0.6239
C 1.4731 0.0337 -0.0906 0.8323
C 1.8677 0.0795 -1.5434 -1.3235
O 2.1278 0.5370 0.7896 -0.5613
H -0.6415 2.9969 -0.2038 0.3660
H -1.4602 2.4667 1.2913 0.3794
H 0.2867 2.3344 1.1667 0.3318
H -0.2976 0.0804 1.9913 0.4324
H -2.4636 -1.0927 0.4063 0.3113
H -1.9390 -1.7199 1.8271 0.2755
H 0.8649 -1.8259 1.0654 0.5121
H 0.4234 -2.4866 -1.2051 0.2734
H -0.7357 -1.2748 -1.3404 0.2970
H 2.3804 -0.8404 -1.8245 0.3082
H 2.5234 0.9312 -1.7164 0.3758
H 0.9853 0.1917 -2.1714 0.3236


Record 9
23
Properties=species:S:1:pos:R:3:mulliken_charge:R:1 method="wB97M-V/def2-TZVPD" smiles="CC(=O)N[C@@]1(C)C[C@H]1[S@H](=N)=O" charge=0 e_above_lowest_kj_mol=318.96 orbital_gap_ev=9.979 energy_ev=-24323.66214
C -2.0838 -2.3992 -0.1789 -1.1743
C -2.0227 -0.8902 0.0075 0.7747
O -2.9597 -0.1979 0.3312 -0.6117
N -0.7568 -0.4310 -0.1764 -0.1670
C -0.2650 0.9117 0.0119 1.0395
C -0.7620 2.0287 -0.8365 -1.4808
C 0.4194 1.2809 1.2618 -0.9208
C 1.2335 0.9500 0.0666 -0.3736
S 2.3346 -0.4733 0.2725 0.6299
N 3.5216 -0.1788 -0.6771 -0.6980
O 1.7303 -1.8258 0.2501 -0.7098
H -1.8511 -2.9234 -1.1869 0.2710
H -1.3669 -2.7661 0.5567 0.3067
H -3.0057 -2.7497 0.1601 0.3815
H -0.0316 -1.1762 -0.1454 0.2785
H -0.4151 1.9924 -1.9167 0.2740
H -0.5078 2.9976 -0.2690 0.3196
H -1.7923 1.8856 -0.7162 0.5133
H 0.3745 0.5460 2.0619 0.3352
H 0.4740 2.3457 1.5185 0.2549
H 1.7605 1.8421 -0.3634 0.3300
H 2.7824 -0.2601 1.5416 0.1764
H 3.1897 -0.5090 -1.5737 0.2508


Record 10
23
Properties=species:S:1:pos:R:3:mulliken_charge:R:1 method="wB97M-V/def2-TZVPD" smiles="CN1C(=O)N(O)[C@@H](O)C1(C)C" charge=0 e_above_lowest_kj_mol=392.99 orbital_gap_ev=9.716 energy_ev=-15536.42648
C -0.8054 1.6018 1.4212 -1.1073
N -0.8597 0.3776 0.6434 0.0800
C -2.0586 -0.1598 0.3461 0.3915
O -3.1586 0.1620 0.8065 -0.7131
N -1.9166 -1.1315 -0.6467 0.1356
O -3.0787 -1.9902 -0.7755 -0.4465
C -0.6489 -1.5983 -0.8560 -0.4703
O -0.3890 -1.7834 -2.1586 -0.5674
C 0.2642 -0.1052 -0.1624 1.0398
C 1.4626 -0.6815 0.6981 -1.2251
C 0.7568 0.8175 -1.2472 -1.3023
H -0.1749 1.4270 2.2672 0.2726
H -0.4503 2.3667 0.8543 0.4376
H -1.9539 1.8195 1.6988 0.2919
H -3.8180 -1.3282 -0.7347 0.3450
H -0.3166 -2.4061 -0.2944 0.6586
H -0.8401 -1.0307 -2.7278 0.4098
H 2.4643 -0.2501 0.3295 0.2565
H 1.6741 -1.8081 0.3873 0.2685
H 1.2362 -0.6897 1.7950 0.3385
H 0.5630 0.3596 -2.2996 0.2364
H 1.8286 0.9359 -1.2032 0.3385
H 0.2357 1.7844 -1.2787 0.3311


Record 11
24
Properties=species:S:1:pos:R:3:mulliken_charge:R:1 method="wB97M-V/def2-TZVPD" smiles="C[C@H](NC(=O)[C@@H](N)CO)C(=O)O" charge=0 e_above_lowest_kj_mol=153.87 orbital_gap_ev=9.743 energy_ev=-17586.11602
C 0.3789 2.9221 -0.5544 -1.6246
C -0.1102 1.4579 -0.2791 0.4846
N 1.0755 0.5236 -0.4431 -0.1304
C 1.2139 -0.8501 -0.2514 -0.0084
O 1.9276 -1.5317 -1.0114 -0.6578
C 0.5964 -1.5466 0.9200 0.6942
N 1.4610 -2.6666 1.5518 -0.6614
C -0.0960 -0.7838 1.9999 -0.7950
O -1.4611 -0.3386 1.6546 -0.5223
C -1.2952 1.0570 -1.2704 0.4317
O -1.3177 1.3759 -2.4802 -0.6173
O -2.2280 0.3499 -0.6879 -0.5403
H 0.7897 3.1960 -1.5168 0.4023
H -0.5576 3.5018 -0.5094 0.3684
H 1.0951 3.1949 0.2533 0.4127
H -0.5273 1.4357 0.7979 0.2899
H 1.6873 0.7812 -1.2481 0.2948
H -0.3056 -2.0401 0.4297 0.1355
H 1.7853 -3.3716 0.8800 0.3005
H 2.3065 -2.3004 1.9982 0.2351
H 0.4926 0.0558 2.4743 0.2534
H -0.1329 -1.5823 2.7443 0.4621
H -1.8779 -0.2649 2.5269 0.2904
H -2.0029 0.0119 0.2202 0.5020


Record 12
21
Properties=species:S:1:pos:R:3:mulliken_charge:R:1 method="wB97M-V/def2-TZVPD" smiles="C#[N+]N(CCC)CN=C" charge=+1 e_above_lowest_kj_mol=517.96 orbital_gap_ev=9.150 energy_ev=-10875.94888
C 1.7162 1.7080 -0.1908 -0.0242
N 0.8068 0.9531 -0.2810 -0.0551
N 0.4743 -0.2410 -0.0627 0.3021
C -0.9155 -0.6612 -0.0431 -0.5670
C -1.8591 0.5372 -0.0273 -0.2907
C -3.3083 0.0685 -0.0058 -1.3985
C 1.5529 -1.2484 -0.2588 -0.2732
N 2.8577 -0.7241 -0.2377 -0.3463
C 3.2425 0.1656 0.5815 -0.5807
H 2.1760 2.5740 -0.5943 0.4199
H -1.0700 -1.2736 0.8505 0.2817
H -1.1144 -1.2854 -0.9215 0.3090
H -1.6597 1.1516 0.8534 0.3558
H -1.6883 1.1483 -0.9170 0.3435
H -3.5360 -0.5191 -0.8916 0.3747
H -3.5050 -0.5372 0.8742 0.3771
H -3.9759 0.9245 0.0136 0.3620
H 1.4062 -1.7467 -1.2271 0.3148
H 1.4228 -1.9938 0.5364 0.3269
H 4.2620 0.5069 0.4687 0.3758
H 2.7146 0.4928 1.4804 0.3927